# 1
Density functional theory data (ωB97M-V with the def2-TZVPD basis set) for a cluster of 15 separate species, C34H67N4O58S14 in total at a distorted geometry.

Last column: Löwdin charge in e.
Geometry (Å):
N -2.41989 2.45553 -2.53092  0.21
C -2.63348 1.26753 -1.95762  -0.37
N -3.76900 0.73038 -1.53326  0.17
C -3.48244 -0.47747 -1.06290  -0.04
N -2.18287 -0.69257 -1.14624  -0.05
C -1.37593 -1.85268 -0.75976  -0.10
C -1.47292 -2.96248 -1.82132  -0.13
C -1.19333 -2.48915 -3.24843  -0.10
C -1.57558 -3.54073 -4.27513  -0.49
O -0.78332 -4.27930 -4.79055  0.15
O -2.91960 -3.59331 -4.58815  0.08
N -1.62368 0.39459 -1.71816  0.20
H -1.51126 2.87529 -2.42727  0.12
H -3.09466 2.92265 -3.12431  0.07
H -4.16857 -1.20165 -0.65066  0.16
H -0.34956 -1.55659 -0.54912  0.12
H -1.79936 -2.25287 0.15690  0.11
H -0.79196 -3.76830 -1.54536  0.12
H -2.47982 -3.38744 -1.73433  0.13
H -1.74448 -1.57669 -3.50880  0.11
H -0.12692 -2.26721 -3.34459  0.12
H -3.16946 -2.71959 -4.91839  0.11
H -0.63620 0.47070 -1.91567  0.15
C 1.72100 -1.75459 3.03266  -0.14
C 2.26198 -3.16392 3.15934  -0.12
O 1.18843 -3.99518 2.65419  -0.23
S 0.41180 -3.21309 1.51974  0.59
O 0.87369 -3.60011 0.23074  -0.21
O -0.97379 -3.22371 1.85031  -0.22
O 0.97853 -1.75754 1.80660  -0.19
H 1.02362 -1.51983 3.83960  0.14
H 2.49843 -0.99778 2.99882  0.12
H 2.50609 -3.43989 4.17998  0.14
H 3.13707 -3.31865 2.52638  0.14
C 2.17920 -0.56332 -5.24088  -0.14
C 3.17443 0.57011 -5.33181  -0.14
O 3.07567 1.22286 -4.04362  -0.18
S 2.75232 0.14700 -2.92551  0.59
O 3.94071 -0.22910 -2.25603  -0.20
O 1.61677 0.60697 -2.18897  -0.26
O 2.30052 -1.03823 -3.88166  -0.19
H 1.15678 -0.20851 -5.38824  0.14
H 2.39043 -1.36260 -5.94152  0.12
H 2.94238 1.26911 -6.13245  0.13
H 4.19386 0.20431 -5.45105  0.13
C -0.07008 2.24450 4.82374  -0.14
C 0.50135 1.80438 6.15398  -0.14
O 1.82741 1.33671 5.83367  -0.19
S 2.41914 2.18987 4.62480  0.59
O 3.24871 3.21575 5.14573  -0.22
O 2.86163 1.30168 3.60987  -0.22
O 1.04515 2.85226 4.14201  -0.20
H -0.41249 1.39508 4.23052  0.13
H -0.88115 2.95979 4.92926  0.14
H -0.07630 1.01073 6.61799  0.14
H 0.59398 2.64063 6.84868  0.14
C 0.57052 5.10250 0.43099  -0.16
C 0.77325 5.86815 1.71918  -0.15
O -0.45667 6.58323 1.91207  -0.17
S -1.67098 5.71453 1.33162  0.59
O -2.28193 5.00323 2.39494  -0.21
O -2.42352 6.52235 0.44097  -0.22
O -0.79695 4.67488 0.47686  -0.21
H 0.70184 5.74693 -0.44076  0.13
H 1.23111 4.24320 0.34826  0.14
H 1.61088 6.55719 1.66186  0.14
H 0.91169 5.19144 2.56497  0.12
C -6.14038 1.77601 0.96835  -0.16
C -5.19341 2.94651 0.89193  -0.18
O -5.26949 3.55904 2.17831  -0.19
S -5.52739 2.42878 3.29916  0.61
O -4.29680 2.05588 3.88698  -0.24
O -6.64270 2.82954 4.07419  -0.20
O -5.97052 1.25434 2.28970  -0.18
H -7.17787 2.09634 0.85071  0.14
H -5.91279 1.01210 0.23018  0.11
H -5.46985 3.65231 0.11604  0.11
H -4.16242 2.61615 0.73394  0.12
C -6.51107 -1.86299 7.30937  -0.15
C -5.08843 -2.23337 7.66146  -0.17
O -4.28008 -1.41945 6.79437  -0.19
S -5.02027 -0.01949 6.53736  0.61
O -4.48550 0.95302 7.42220  -0.21
O -5.07624 0.21281 5.14043  -0.24
O -6.46124 -0.44804 7.07412  -0.17
H -6.83887 -2.35548 6.39217  0.14
H -7.21084 -2.08773 8.10906  0.14
H -4.87689 -3.28414 7.49632  0.11
H -4.85348 -1.97019 8.69457  0.14
C 6.69283 -1.15917 -9.85007  -0.15
C 7.17784 -0.74184 -8.47946  -0.15
O 6.09057 0.03318 -7.94612  -0.19
S 4.70177 -0.53854 -8.48709  0.60
O 4.14983 -1.40509 -7.50173  -0.22
O 3.94753 0.54173 -9.00524  -0.21
O 5.29414 -1.43365 -9.66232  -0.18
H 6.78873 -0.35010 -10.57565  0.14
H 7.20136 -2.04295 -10.22395  0.14
H 8.08451 -0.14549 -8.51476  0.14
H 7.33440 -1.60408 -7.82891  0.14
C -3.75528 -6.62384 9.07473  -0.15
C -4.86675 -7.60048 9.39608  -0.15
O -5.90548 -6.78044 9.95053  -0.18
S -5.88823 -5.34400 9.26308  0.58
O -6.85028 -5.30642 8.21951  -0.21
O -5.85297 -4.35355 10.27656  -0.21
O -4.43650 -5.45589 8.59160  -0.21
H -3.19235 -6.34812 9.96795  0.14
H -3.07253 -6.99918 8.31767  0.14
H -4.56653 -8.36073 10.11096  0.14
H -5.25365 -8.08025 8.49500  0.14
C 3.85157 6.16836 7.10914  -0.16
C 5.20725 6.05219 7.77090  -0.16
O 6.08190 6.79197 6.90843  -0.19
S 5.28748 8.01521 6.25098  0.60
O 5.54371 9.19489 6.99371  -0.21
O 5.47549 7.96467 4.84598  -0.22
O 3.81039 7.51022 6.60390  -0.19
H 3.75855 5.48055 6.26704  0.11
H 3.03123 6.00500 7.80313  0.14
H 5.54501 5.02377 7.86038  0.14
H 5.21577 6.52457 8.75547  0.13
C -0.04150 -8.93353 3.76395  -0.15
C 1.32410 -9.09903 4.39717  -0.15
O 2.19739 -8.34371 3.54812  -0.19
S 1.41584 -7.08267 2.95252  0.60
O 1.70746 -5.94242 3.73632  -0.22
O 1.58199 -7.08530 1.54187  -0.21
O -0.06365 -7.57191 3.31001  -0.18
H -0.16315 -9.58623 2.89773  0.14
H -0.85339 -9.10703 4.46457  0.13
H 1.64541 -10.13552 4.44155  0.14
H 1.35955 -8.66395 5.39801  0.14
C -6.09071 6.50638 -3.13025  -0.14
C -5.50694 5.79588 -1.92891  -0.15
O -5.89825 4.42052 -2.11285  -0.21
S -5.95074 4.08111 -3.67376  0.61
O -4.72889 3.44667 -4.05079  -0.25
O -7.19708 3.48519 -3.97003  -0.19
O -5.91703 5.57382 -4.21301  -0.17
H -7.15799 6.69547 -3.00949  0.14
H -5.58069 7.43872 -3.35333  0.14
H -5.88831 6.17431 -0.98482  0.14
H -4.41622 5.84415 -1.92495  0.13
C 1.00766 1.41138 -11.08269  -0.16
C -0.10384 0.40622 -10.88055  -0.16
O -1.08732 1.11482 -10.12000  -0.19
S -1.06904 2.66470 -10.53592  0.60
O -2.09323 2.89699 -11.48979  -0.21
O -0.98732 3.42794 -9.34280  -0.22
O 0.33803 2.66415 -11.29449  -0.22
H 1.63262 1.49947 -10.19208  0.09
H 1.62965 1.17254 -11.94161  0.14
H 0.22363 -0.48003 -10.34378  0.13
H -0.55625 0.11043 -11.82981  0.13
C 4.35999 5.52786 -8.79821  -0.16
C 3.54023 5.59135 -7.52757  -0.16
O 2.25930 5.07331 -7.90672  -0.17
S 2.43923 3.95527 -9.03836  0.62
O 2.41910 2.66929 -8.43120  -0.24
O 1.58598 4.25351 -10.12193  -0.19
O 3.95504 4.30178 -9.42243  -0.18
H 4.12168 6.35243 -9.47220  0.14
H 5.42926 5.51473 -8.60580  0.14
H 3.43783 6.60129 -7.14126  0.14
H 3.95684 4.94480 -6.75156  0.13
C 5.47946 -7.45618 1.95124  -0.15
C 6.34010 -6.22697 1.74910  -0.16
O 6.04618 -5.40018 2.88540  -0.19
S 5.73823 -6.32334 4.15733  0.60
O 6.91233 -6.44108 4.94231  -0.21
O 4.49771 -5.91398 4.70876  -0.22
O 5.52629 -7.69532 3.36573  -0.19
H 4.44134 -7.27093 1.66631  0.12
H 5.85275 -8.32287 1.41300  0.14
H 6.10874 -5.69813 0.82897  0.14
H 7.40361 -6.47255 1.77087  0.13

## Properties
LUMO level   -2.0 eV
Charge   +1
Total energy   -312734.7921 eV
HOMO energy   -11.967 eV
HOMO-LUMO gap   9.9291 eV

=====

# 2
Density functional theory data (ωB97M-V with the def2-TZVPD basis set) for a cluster of 10 separate species, C34H68Cl4O21 in total at a distorted geometry.

Last column: Löwdin charge in e.
Geometry (Å):
C -6.69029 10.27968 -31.84897  -0.06
C -7.33574 9.01956 -32.49486  -0.21
O -8.24342 8.34387 -31.64809  0.03
C -7.77888 7.46827 -30.76398  -0.54
O -6.58614 7.09687 -30.63832  0.08
O -8.83333 7.13960 -30.00798  0.01
C -8.66791 6.23396 -28.94847  -0.06
H -6.04390 10.08286 -30.99367  0.07
H -7.49543 10.87276 -31.41528  0.07
H -6.02663 10.85888 -32.49098  0.07
H -6.60831 8.32767 -32.91941  0.12
H -7.87758 9.36418 -33.37563  0.12
H -7.80776 5.58770 -29.12343  0.09
H -9.51735 5.58247 -28.74330  0.09
H -8.47843 6.78051 -28.02465  0.09
C -4.21070 -3.35349 -30.57105  -0.06
C -5.71128 -3.02503 -30.75629  -0.19
O -6.17253 -2.28023 -29.59038  -0.01
C -6.41739 -2.89920 -28.37267  -0.53
O -6.38323 -4.13430 -28.20131  0.08
O -6.56222 -1.96637 -27.46011  0.01
C -6.56945 -2.26179 -26.06448  -0.03
H -3.71665 -3.81414 -31.42651  0.07
H -4.12526 -4.07642 -29.75978  0.07
H -3.65778 -2.44253 -30.34183  0.08
H -6.36757 -3.86669 -30.97761  0.12
H -5.95369 -2.38653 -31.60578  0.11
H -7.53588 -2.62600 -25.71595  0.10
H -6.36057 -1.38573 -25.45048  0.09
H -5.79478 -2.98211 -25.80161  0.10
C -10.58507 6.11002 -14.58495  -0.08
C -11.92454 6.58894 -15.00186  -0.21
O -12.30624 5.54446 -15.91760  0.00
C -13.58961 5.38235 -16.17681  -0.53
O -14.48526 6.06999 -15.72942  0.13
O -13.76123 4.23598 -16.96369  -0.03
C -12.74983 3.29280 -17.16668  -0.08
H -10.64398 5.19173 -14.00069  0.09
H -10.08823 6.83847 -13.94416  0.08
H -9.96259 5.97272 -15.46913  0.09
H -11.81671 7.55932 -15.48646  0.13
H -12.58297 6.66526 -14.13655  0.13
H -13.33220 2.47440 -17.58995  0.10
H -12.24916 2.98758 -16.24784  0.10
H -12.03505 3.64758 -17.90920  0.09
C -15.76649 10.97750 -25.53406  -0.07
C -15.57082 9.47387 -25.60477  -0.21
O -14.62989 9.14562 -24.60034  0.01
C -13.29119 9.38718 -24.63133  -0.47
O -12.50239 9.35490 -23.68278  0.10
O -12.87249 9.82105 -25.89469  -0.06
C -11.53150 10.07334 -26.23359  -0.06
H -15.92624 11.39298 -24.53909  0.09
H -16.66165 11.22832 -26.10315  0.08
H -14.91089 11.49242 -25.97100  0.07
H -15.15876 9.18773 -26.57247  0.12
H -16.50552 8.94784 -25.41058  0.12
H -11.35057 10.20015 -27.30096  0.09
H -10.92585 9.27338 -25.80773  0.09
H -11.13703 11.00352 -25.82460  0.09
C -8.01498 11.82986 -17.75911  -0.06
C -7.18255 11.44560 -18.98235  -0.18
O -5.87470 12.09193 -18.94694  0.03
C -5.21143 12.48472 -20.02715  -0.55
O -5.49165 12.33737 -21.21552  0.10
O -4.09283 13.15108 -19.61849  -0.03
C -3.33920 13.92723 -20.51208  -0.06
H -7.45339 11.32339 -16.97412  0.08
H -9.04234 11.49227 -17.89564  0.08
H -8.07316 12.89209 -17.52162  0.08
H -7.59292 11.79052 -19.93141  0.12
H -7.10012 10.35890 -19.00214  0.12
H -2.32972 13.89201 -20.10244  0.10
H -3.78638 14.92115 -20.52873  0.10
H -3.31078 13.50574 -21.51688  0.09
C -3.96723 3.37161 -25.54043  -0.05
C -3.24062 2.90051 -24.20910  -0.23
O -3.09162 1.50095 -24.24044  -0.03
C -2.59248 0.89319 -23.11561  -0.54
C -2.39757 -0.62496 -23.28404  0.03
O -2.41730 1.44387 -22.09879  0.13
H -4.11655 4.45131 -25.53282  0.07
H -4.84903 2.76137 -25.73573  0.07
H -3.27907 3.08192 -26.33454  0.07
H -2.27346 3.39584 -24.29477  0.11
H -3.64825 3.27035 -23.26827  0.12
H -2.52415 -1.14386 -22.33387  0.08
H -1.34689 -0.67143 -23.57040  0.09
H -3.10058 -1.01129 -24.02201  0.07
C -7.09964 -1.03924 -18.71750  -0.06
C -8.43090 -0.93506 -17.96446  -0.20
O -8.85407 -2.12552 -17.23058  -0.01
C -10.12603 -2.53448 -17.12889  -0.52
C -10.42020 -3.64270 -16.15125  0.01
O -11.05650 -1.98226 -17.72124  0.06
H -6.89680 -0.31506 -19.50650  0.08
H -7.18164 -2.00653 -19.21318  0.07
H -6.22773 -1.11908 -18.06826  0.07
H -8.35039 -0.15719 -17.20515  0.11
H -9.23190 -0.45965 -18.53058  0.11
H -11.45999 -3.95701 -16.24165  0.09
H -10.40787 -3.30742 -15.11417  0.09
H -9.61868 -4.37325 -16.26053  0.09
C -12.07761 -0.78491 -26.20965  -0.08
C -11.74901 0.03802 -27.40725  -0.24
O -11.84278 -0.74008 -28.60622  -0.01
C -11.42425 -0.27315 -29.79524  -0.50
C -11.39719 -1.35860 -30.85463  0.02
O -10.99983 0.88209 -29.95525  0.06
H -11.80461 -0.34588 -25.25005  0.08
H -11.52168 -1.71522 -26.32605  0.08
H -13.14118 -0.99668 -26.09970  0.08
H -12.45068 0.87213 -27.40045  0.12
H -10.76128 0.48590 -27.29826  0.12
H -10.54807 -2.02057 -30.68465  0.09
H -11.13562 -0.85838 -31.78708  0.09
H -12.29915 -1.97000 -30.88238  0.09
Cl -8.82748 3.24977 -22.38160  0.47
C -9.07459 5.01557 -22.11191  -0.99
Cl -7.62544 6.00637 -21.70952  0.48
H -9.59628 5.36920 -23.00122  0.02
H -9.79704 5.20051 -21.31696  0.02
Cl -14.63005 3.96706 -22.97208  0.47
C -16.29076 3.85483 -22.33826  -0.96
Cl -16.62225 2.08495 -21.97536  0.43
H -16.32899 4.42483 -21.40996  0.02
H -17.05786 4.31522 -22.96092  0.03

## Properties
LUMO level   0.1 eV
Energy relative to the best compared isomer or geometry (same formula, charge and spin)   4.071 eV
Total energy   -129445.4018 eV
HOMO energy   -10.204 eV
HOMO-LUMO gap   10.2807 eV
Structure (SMILES)   CCOC(=O)OC.CCOC(=O)OC.CCOC(=O)OC.CCOC(=O)OC.CCOC(=O)OC.CCOC(C)=O.CCOC(C)=O.CCOC(C)=O.ClCCl.ClCCl